(1)
# C3H9NO2S

A cluster of 2 separate species, C3H9NO2S in total (wB97M-V/def2-TZVPD, the OMol25 dataset).

LUMO energy: 0.60 eV
Charge: 0
Orbital gap: 0.3696 Eh
SMILES string: NC(=O)CCS.O

Atoms and positions in Å:
1 C -0.3160 0.0186 0.0720
2 C -1.0633 0.6852 1.2529
3 S -2.8822 0.7865 1.0726
4 C 1.0495 -0.5413 0.3014
5 N 1.0927 -1.8853 0.5276
6 O 2.0759 0.1137 0.2625
7 H -0.9447 -0.8137 -0.2776
8 H -0.4008 0.7560 -0.7384
9 H -0.7510 0.1656 2.1559
10 H -0.7444 1.7303 1.3081
11 H -3.2137 0.6380 -0.2274
12 H 0.2680 -2.4479 0.6596
13 H 1.9531 -2.3713 0.6858
14 H 1.9142 1.5922 -2.1926
15 H 0.7417 0.4593 -2.1769
16 O 1.2210 1.1140 -2.6855

Cartesian forces, eV/Å:
-2.30 -0.02 -0.71
0.97 0.37 -0.98
-0.47 -0.29 0.79
1.21 0.07 0.24
-0.72 -0.44 0.11
-0.30 0.17 -0.04
0.05 0.06 0.15
0.69 -0.23 0.15
-0.71 0.06 0.32
0.21 -0.31 0.25
0.88 -0.05 0.03
-0.07 0.28 -0.14
0.42 0.33 0.04
-0.80 -0.95 0.24
0.67 0.23 0.45
0.27 0.72 -0.91

(2)
# C3H9NO2S2

A cluster of 3 separate species, C3H9NO2S2 in total (wB97M-V/def2-TZVPD, the OMol25 dataset).

LUMO energy: -3.44 eV
Charge: 0
Orbital gap: 0.1699 Eh

Atoms and positions in Å:
1 N 1.1376 -1.4548 0.3996
2 C 1.7650 -0.2724 -0.0757
3 C 1.6516 -0.1320 -1.6054
4 O 1.1782 -1.0870 -2.2970
5 C 0.8152 0.7950 -0.5677
6 S -0.1916 0.8039 1.9913
7 S -2.1451 0.3882 1.4953
8 H 0.4680 -1.1085 1.0902
9 H 0.6729 -1.9048 -0.3892
10 H 2.8145 -0.1524 0.1559
11 H 2.4032 0.5052 -2.0708
12 H 1.2800 1.7630 -0.3678
13 H -0.2601 0.7252 -0.6102
14 H -2.3514 -0.6539 2.3402
15 H -0.3887 -0.4006 -2.7895
16 H -1.2841 -0.1046 -3.9881
17 O -1.0824 0.2140 -3.0966

Cartesian forces, eV/Å:
0.40 0.70 -0.13
-1.62 -1.58 -2.10
2.12 -3.51 -1.90
-0.19 1.42 0.77
0.76 1.84 5.25
-0.90 0.67 -0.87
0.49 0.10 0.72
-0.11 -0.74 -0.19
-0.02 -0.30 0.26
-0.07 1.02 0.44
-0.17 0.47 -0.23
-0.63 0.27 -0.96
0.01 -0.46 -0.46
0.17 0.05 -0.42
-0.20 0.13 -0.29
-0.01 0.18 0.29
-0.04 -0.25 -0.19

(3)
# C3H9NO2S2

A cluster of 3 separate species, C3H9NO2S2 in total (wB97M-V/def2-TZVPD, the OMol25 dataset).

LUMO energy (spin up / spin down): -7.13 / -9.21 eV
Multiplicity: 2
Charge: +1
<S²>: 1.53
Orbital gap (spin up / spin down): 0.2485 / 0.1546 Eh

Atoms and positions in Å:
1 S 2.8181 1.3607 0.3407
2 S -0.1442 -0.5514 -2.3064
3 C -0.0993 0.6327 -0.9264
4 C -1.4078 0.9211 -0.2702
5 C -1.8828 -0.0888 0.5906
6 N -2.7597 0.2261 1.6637
7 O -1.3880 -1.2320 0.6551
8 H 3.8952 1.9933 -0.0766
9 H 0.5317 0.0525 -0.2091
10 H 0.5302 1.4307 -1.2076
11 H -1.6894 1.9774 -0.0772
12 H 0.1595 0.1725 -3.3935
13 H -2.5817 -0.2758 2.5166
14 H -2.7694 1.2546 1.7691
15 H 1.2621 -1.2422 1.5837
16 H 0.1453 -2.0875 1.9799
17 O 1.0617 -2.0926 1.9143

Cartesian forces, eV/Å:
-0.31 -0.26 0.31
-0.99 -0.72 0.36
0.96 -1.27 1.05
0.91 1.62 -1.08
-1.02 -3.87 4.61
1.14 2.66 -2.54
-0.10 1.41 -1.66
0.60 0.33 -0.21
-0.65 0.34 -0.36
0.14 1.27 -0.35
-0.06 -0.79 -0.76
-0.09 0.60 0.01
-0.02 -0.35 0.06
-0.65 -0.92 0.51
0.62 1.36 -0.39
-2.69 -0.28 0.18
2.21 -1.13 0.25

(4)
# C3H9NO3

A cluster of 2 separate species, C3H9NO3 in total (wB97M-V/def2-TZVPD, the OMol25 dataset).

LUMO energy: 0.58 eV
Charge: 0
Orbital gap: 0.3629 Eh
SMILES string: O=COO.CCN

Atoms and positions in Å:
1 C 0.7995 -0.2802 -0.3917
2 C 0.4588 -1.4868 0.4735
3 N 0.8173 -0.5370 -1.8153
4 C -1.4201 0.8763 -0.0979
5 O -2.0441 0.9365 -1.1194
6 H 1.7966 0.0766 -0.0915
7 H -0.1247 -0.7289 -2.1491
8 H 1.3937 -1.3462 -2.0286
9 H -1.6372 0.2782 0.7946
10 H 0.4083 -1.2019 1.5285
11 H -0.5060 -1.9195 0.1934
12 H 1.2209 -2.2655 0.3728
13 O -0.5490 2.1111 0.4263
14 O -0.3377 1.8935 1.8505
15 H -0.6848 2.7360 2.1855
16 H 0.4084 0.8578 -0.1317

Cartesian forces, eV/Å:
1.05 2.24 0.57
-0.44 0.49 0.34
-0.31 0.17 -0.18
-1.79 2.73 0.05
2.20 -0.12 1.87
0.38 -0.59 -0.20
0.18 0.00 -0.05
-0.13 0.10 0.02
0.52 -0.29 -0.17
0.01 -0.09 0.01
0.01 -0.03 0.00
-0.07 0.12 -0.08
-1.88 -0.90 -0.31
-0.29 0.06 -0.87
0.01 -0.23 -0.04
0.53 -3.66 -0.96

(5)
# C3H9NO3

A structure of composition C3H9NO3 (wB97M-V/def2-TZVPD, the OMol25 dataset).

LUMO energy: -4.31 eV
Charge: 0
Orbital gap: 0.1370 Eh

Atoms and positions in Å:
1 O 1.0121 1.2614 0.4662
2 C 1.6682 0.3869 0.9399
3 C 1.3463 -1.1400 0.6198
4 N 2.6116 -0.9209 0.1649
5 C -1.7583 1.5087 -1.3685
6 O -1.6539 0.1371 -1.5563
7 H 2.2963 0.5414 1.8106
8 H 0.6506 -1.3309 -0.1937
9 H 1.1107 -1.7336 1.5079
10 H 3.2863 -1.2512 0.8677
11 H -1.9816 2.0017 -2.3126
12 H -0.8701 1.9684 -0.9583
13 H -2.5712 1.6917 -0.6731
14 H -2.1297 -1.6778 0.7606
15 H -1.5646 -0.4057 -0.5943
16 O -1.4529 -1.0372 0.5194

Cartesian forces, eV/Å:
0.14 -0.50 -0.79
0.09 2.31 1.42
0.40 -2.72 -1.47
-0.28 -0.98 -0.20
-0.37 -0.43 -0.10
0.45 -0.31 0.05
-0.07 -0.09 0.43
-0.91 1.16 0.24
0.11 0.41 0.27
0.10 0.60 0.09
-0.16 0.05 -0.17
0.51 0.13 0.25
-0.36 0.47 0.23
-0.09 0.14 -0.21
-0.23 0.18 -0.56
0.65 -0.41 0.53

(6)
# C3H9NO3P

A cluster of 2 separate species, C3H9NO3P in total (wB97M-V/def2-TZVPD, the OMol25 dataset).

LUMO energy (spin up / spin down): 3.91 / 2.89 eV
Multiplicity: 3
Charge: -1
<S²>: 2.00
Orbital gap (spin up / spin down): 0.1910 / 0.2985 Eh

Atoms and positions in Å:
1 C -1.5446 -0.7938 0.8820
2 C 2.0339 -0.2592 -0.0148
3 C -0.3080 -0.4529 0.1751
4 N 0.8662 -0.4922 0.8115
5 O 0.4600 1.3276 -1.7745
6 O -2.0945 0.6686 -1.5513
7 O -0.8471 2.1498 0.1160
8 P -0.7442 0.9256 -1.0348
9 H -1.9503 0.2766 1.2068
10 H -1.3720 -1.4169 1.6920
11 H -2.3622 -0.9418 0.1940
12 H 2.1574 0.6724 -0.5566
13 H 2.9842 -0.2226 0.5488
14 H 1.9802 -0.9265 -0.8805
15 H -0.3132 -1.9860 -1.1685
16 H 0.0179 2.6070 -0.1866
17 H 1.0363 -1.1356 1.5414

Cartesian forces, eV/Å:
-0.75 4.06 -0.61
1.41 0.02 -0.57
-2.64 1.78 -1.72
2.08 1.40 -0.24
1.10 0.34 -1.74
-0.67 -0.34 -0.62
1.95 1.09 -1.13
0.40 -0.49 2.79
0.67 -1.85 0.50
-0.31 -1.48 1.64
-0.13 -1.25 -0.26
-1.22 0.67 0.44
-0.43 -1.07 0.08
0.75 -0.48 0.29
0.00 -0.95 -0.62
-2.04 -0.72 1.06
-0.18 -0.73 0.72

(7)
# C3H9NO3PS

The ion C3H9NO3PS with charge -1 (wB97M-V/def2-TZVPD, the OMol25 dataset).

LUMO energy (spin up / spin down): 2.92 / 0.34 eV
Multiplicity: 3
Charge: -1
<S²>: 2.00
Orbital gap (spin up / spin down): 0.1257 / 0.2114 Eh

Atoms and positions in Å:
1 C 0.2860 -0.7972 -2.3020
2 C 1.3654 -0.5188 0.3826
3 C 0.4699 0.4841 1.1009
4 N 0.0186 1.6198 0.3118
5 O -1.9838 -0.3674 -0.0341
6 O -1.9918 0.7214 2.2648
7 O -0.9916 -1.6280 2.0458
8 P -1.2198 -0.2803 1.4624
9 S 1.8060 -0.2405 -1.3574
10 H 0.7321 -0.9752 -3.3552
11 H -0.2949 0.1290 -2.6283
12 H -0.3573 -1.5119 -1.8020
13 H 2.2848 -0.6326 0.8278
14 H 0.9527 -1.5523 0.2386
15 H 0.9181 0.5724 2.1814
16 H -1.8800 0.4792 -0.3534
17 H -0.7673 2.1145 0.8627
18 H 0.6529 2.3838 0.1537

Cartesian forces, eV/Å:
-0.93 1.19 -2.59
-2.02 -1.28 -2.36
-1.32 -0.91 1.32
-1.20 1.97 1.03
0.83 -3.23 2.00
0.41 0.56 -0.42
0.12 -0.34 -0.68
-0.78 -0.65 1.19
2.00 1.58 0.35
-0.54 -0.77 1.84
0.36 -0.73 1.11
-0.23 -0.35 -0.32
2.01 -0.03 1.00
-0.35 0.64 0.89
-0.70 0.61 -1.93
0.14 3.12 -1.52
1.32 -1.36 -0.90
0.89 -0.05 -0.02

(8)
# C3H9NO4S

A structure of composition C3H9NO4S (wB97M-V/def2-TZVPD, the OMol25 dataset).

LUMO energy: 0.01 eV
Charge: 0
Orbital gap: 0.3696 Eh

Atoms and positions in Å:
1 C 1.8292 -1.4776 0.1120
2 C 1.8465 0.0514 0.3850
3 C -0.1830 1.3404 0.5470
4 N 0.6320 0.5009 1.1781
5 O 0.0107 1.9218 -0.5000
6 O -3.4182 0.6780 0.3850
7 O -1.8679 -1.2847 0.4999
8 O -2.1523 0.5515 -1.9799
9 S -2.9404 -0.5924 -0.1695
10 H 2.4353 -1.6226 -0.8359
11 H 2.2058 -1.9568 1.0812
12 H 0.9347 -1.9694 -0.1470
13 H 1.9079 0.6063 -0.5413
14 H 2.8449 0.3510 0.9095
15 H -1.1941 1.4242 1.1128
16 H 0.2783 0.0485 2.0095
17 H -1.3332 0.0812 -2.4444
18 H -1.8363 1.3483 -1.6020

Cartesian forces, eV/Å:
2.42 0.67 0.65
0.55 -0.37 1.66
-2.66 0.20 1.60
2.14 -0.06 -1.52
0.09 0.12 -0.58
0.89 -1.68 -0.36
0.06 0.52 -0.03
1.99 -3.14 -2.69
-1.58 0.79 0.85
0.09 -0.23 1.57
-0.09 0.12 -1.79
-1.68 0.11 0.01
-0.65 0.22 -0.01
-1.87 -0.69 -0.53
1.38 0.18 -0.74
0.32 -0.19 -0.31
-2.48 1.81 1.54
1.08 1.64 0.68

Number 1: total energy -19677.2315 eV, maximum force 2.41 eV/Å. Number 2: total energy -30507.2360 eV, maximum force 5.61 eV/Å. Number 3: total energy -30499.8849 eV, maximum force 6.11 eV/Å. Number 4: total energy -10884.5906 eV, maximum force 3.82 eV/Å. Number 5: total energy -10881.2276 eV, maximum force 3.12 eV/Å. Number 6: total energy -20176.7552 eV, maximum force 4.18 eV/Å. Number 7: total energy -31012.1984 eV, maximum force 3.89 eV/Å. Number 8: total energy -23771.4244 eV, maximum force 4.58 eV/Å.